1.
C26H36ClIInOP2Sb | ωB97M-V with the def2-TZVPD basis set

Computed properties:
* DFT total energy: -2957.90332 Eh
* net charge: +2
* frontier orbital gap (spin up / spin down): 0.12000 / 0.11985 Eh
* max |F|: 7.83 eV Å⁻¹

Last column: Mulliken charge in e.
Geometry (Å):
C 1.4294 4.8620 -0.9270  -1.100
C 0.8343 3.4623 -1.0172  0.492
H 1.1786 5.4099 -1.8389  0.446
H 2.5121 4.8057 -0.7891  0.227
H 1.0522 5.3797 -0.0419  0.224
O 0.2039 3.1449 -2.0111  -0.297
I 1.3768 0.1263 2.6225  0.130
In 1.1030 2.1157 0.5487  1.605
P -0.8270 2.8765 1.6985  0.557
C -2.3189 1.9028 1.3018  -0.907
C -0.7015 2.8008 3.5127  -1.276
H -1.4473 3.4641 3.9630  0.494
H -2.2320 4.8565 1.9138  0.560
H 0.3057 3.0952 3.8132  0.354
H -0.5212 5.2775 1.6507  0.313
H -2.1266 0.8594 1.5675  -0.106
H -0.8697 1.7670 3.8247  0.389
C -1.3269 4.6021 1.3531  -1.263
H -3.1812 2.2783 1.8616  0.567
H -1.5121 4.7244 0.2828  0.374
H -2.5273 1.9656 0.2302  0.338
P 3.1509 1.3072 -0.3344  0.534
C 2.9355 -0.1683 -1.3868  -0.837
C 4.0704 2.4752 -1.4005  -1.261
H 4.3324 1.5026 1.7557  0.349
H 5.3660 0.7703 0.4802  0.495
H 4.0813 -0.1908 1.2921  0.409
C 4.3646 0.7981 0.9227  -1.275
H 4.3266 3.3659 -0.8218  0.321
H 4.9908 2.0113 -1.7692  0.553
H 3.9030 -0.5141 -1.7640  0.589
H 2.2823 0.0713 -2.2303  0.435
H 3.4451 2.7721 -2.2466  0.376
H 2.4677 -0.9523 -0.7844  -0.296
Cl 2.3831 3.7127 1.8164  -0.364
C -2.7353 -2.4763 -4.4363  -0.540
C -2.8684 -1.1418 -4.0478  -0.657
C -2.2024 -0.6728 -2.9116  -0.516
C -1.4015 -1.5361 -2.1509  0.150
C -1.2891 -2.8812 -2.5378  -0.076
C -1.9473 -3.3461 -3.6817  -0.878
Sb -0.4479 -0.6976 -0.3911  0.640
C -2.2185 -1.3634 0.7727  0.465
C -2.0801 -1.4973 2.1696  0.359
C -3.1245 -1.9720 2.9628  -1.017
C -4.3303 -2.3418 2.3728  -0.552
C -4.4900 -2.2256 0.9914  -0.749
C -3.4453 -1.7383 0.1945  -0.573
C 0.8692 -2.4741 -0.0583  0.629
C 0.9898 -2.9943 1.2424  -0.712
C 1.7992 -4.1005 1.5112  -0.964
C 2.5026 -4.7162 0.4784  -0.611
C 2.3881 -4.2302 -0.8253  -0.905
C 1.5736 -3.1235 -1.0957  0.045
H -3.2502 -2.8405 -5.3158  0.407
H -3.4890 -0.4706 -4.6253  0.430
H -2.3148 0.3605 -2.6129  0.299
H -0.7186 -3.5904 -1.9662  0.552
H -1.8519 -4.3837 -3.9746  0.433
H -1.1647 -1.2221 2.6584  0.113
H -2.9954 -2.0595 4.0338  0.454
H -5.1365 -2.7229 2.9870  0.408
H -5.4247 -2.5272 0.5349  0.441
H -3.6102 -1.6807 -0.8669  0.417
H 0.4588 -2.5552 2.0630  0.308
H 1.8798 -4.4790 2.5232  0.451
H 3.1327 -5.5708 0.6901  0.424
H 2.9344 -4.7106 -1.6259  0.443
H 1.5048 -2.7561 -2.1107  0.733

=====

2.
C26H36F13N2O10 | ωB97M-V with the def2-TZVPD basis set

Computed properties:
* DFT total energy: -3171.95760 Eh
* net charge: +1
* frontier orbital gap: 0.29815 Eh
* max |F|: 10.20 eV Å⁻¹

Last column: Mulliken charge in e.
Geometry (Å):
C 2.1175 -1.3816 -0.7070  -0.761
C 1.0144 -0.2195 -1.0657  -0.221
O 0.1993 -0.4856 -2.2611  -0.324
C -0.6293 -1.6928 -2.1192  -0.711
C -1.8240 -1.5905 -1.0012  -0.093
C -3.0931 -0.7240 -1.5751  0.362
C -3.4581 -0.1565 -3.0707  -0.499
N -4.8095 0.5695 -2.9813  -0.067
C -5.1601 0.4145 -1.5167  -0.038
C -6.5254 1.0461 -0.7890  -0.490
C -6.1070 2.6140 -0.3900  0.601
O -6.1655 3.4885 -1.4294  -0.435
F -5.6714 3.0206 0.9679  -0.215
N -4.1947 -0.3332 -0.6138  0.151
C -4.2296 -0.6551 0.8641  -0.757
H 1.9327 -1.7057 0.4227  0.223
H 3.2120 -0.9385 -0.8405  0.228
H 2.0601 -2.3226 -1.4104  0.274
H 1.6424 0.7695 -1.2949  0.313
H 0.3870 0.0317 -0.0983  0.199
H -1.1655 -1.8504 -3.1737  0.366
H -0.0382 -2.6815 -1.9120  0.273
H -2.2491 -2.6775 -0.7541  0.330
H -1.4719 -1.1022 0.0070  0.222
H -2.7998 -0.2752 -4.0313  0.332
H -5.3550 1.0571 -3.7362  0.291
H -7.4315 1.0036 -1.5468  0.376
H -6.8087 0.4401 0.1913  0.273
H -3.6833 -1.6541 1.1582  0.235
H -3.7328 0.2336 1.4529  0.313
H -5.3358 -0.7468 1.2936  0.248
C -4.9789 -1.6809 7.1410  -0.825
C -5.1192 -1.9733 5.6587  -0.359
O -3.8403 -1.9119 5.0096  -0.289
C -3.0610 -3.0367 5.1036  0.359
O -3.3989 -4.0544 5.7022  -0.502
C -1.7553 -2.8523 4.3322  0.837
F -1.1749 -1.6389 4.5605  -0.241
F -1.9402 -2.9369 2.9833  -0.247
F -0.8135 -3.7858 4.6465  -0.240
H -4.4732 -0.7227 7.2979  0.324
H -5.9597 -1.6479 7.6239  0.160
H -4.3735 -2.4451 7.6383  0.370
H -5.7492 -1.2081 5.1928  0.296
H -5.6034 -2.9405 5.4808  0.344
C -7.2513 4.5011 9.2648  -1.100
C -5.9797 3.6926 9.0867  -0.186
O -6.1338 2.3806 9.6486  -0.290
C -6.7688 1.4565 8.8587  0.372
O -7.1989 1.6986 7.7341  -0.527
C -6.8218 0.0984 9.5564  0.879
F -7.1871 0.1931 10.8675  -0.240
F -5.6122 -0.5320 9.5440  -0.247
F -7.7062 -0.7635 8.9800  -0.252
H -7.5464 4.5269 10.3187  0.304
H -7.1115 5.5262 8.9102  0.368
H -8.0837 4.0540 8.7125  0.315
H -5.1598 4.1761 9.6284  0.318
H -5.6801 3.6358 8.0338  0.299
C 3.7240 -0.2222 -5.8490  -1.009
C 5.0601 -0.9411 -5.8286  -0.252
O 6.0761 -0.1004 -5.2613  -0.246
C 6.1345 -0.0646 -3.8915  0.390
O 5.3778 -0.6955 -3.1582  -0.533
C 7.2848 0.8261 -3.4253  0.809
F 7.3497 2.0047 -4.1094  -0.235
F 8.4981 0.2246 -3.5896  -0.222
F 7.2008 1.1597 -2.1067  -0.253
H 3.8120 0.7386 -6.3663  0.299
H 2.9657 -0.8283 -6.3527  0.377
H 3.3766 -0.0062 -4.8339  0.226
H 5.3702 -1.1663 -6.8545  0.321
H 4.9979 -1.8963 -5.2944  0.316
C 9.3689 1.2118 -6.2165  -0.681
C 9.2286 0.9195 -7.6988  -0.287
O 10.5076 0.9808 -8.3479  -0.311
C 11.2868 -0.1439 -8.2539  0.378
O 10.9489 -1.1617 -7.6553  -0.517
C 12.5925 0.0404 -9.0253  0.834
F 13.1729 1.2538 -8.7970  -0.237
F 12.4076 -0.0441 -10.3741  -0.244
F 13.5343 -0.8931 -8.7110  -0.234
H 9.8746 2.1700 -6.0596  0.315
H 8.3882 1.2448 -5.7336  0.041
H 9.9743 0.4477 -5.7192  0.317
H 8.5987 1.6846 -8.1647  0.325
H 8.7444 -0.0478 -7.8767  0.317

=====

3.
C26H36F4N3O13 | ωB97M-V with the def2-TZVPD basis set

Computed properties:
* ΔE to the lowest compared entry with this formula, charge and spin: 0.0 kJ/mol
* DFT total energy: -2554.03943 Eh
* net charge: +1
* frontier orbital gap: 0.29732 Eh
* max |F|: 1.01 eV Å⁻¹

Last column: Mulliken charge in e.
Geometry (Å):
C 2.1577 2.3363 -3.9494  -0.924
C 0.7889 2.9163 -4.3857  -0.785
C -0.3558 2.1445 -3.7564  -0.566
N -0.4587 2.4269 -2.2822  -0.237
C -0.5653 1.2831 -1.5065  0.034
C 0.3645 0.8691 -0.5523  -0.843
C 0.1833 -0.3003 0.1524  0.005
C -0.9452 -1.0966 -0.0877  0.346
C -1.2746 -2.4225 0.5659  -1.201
C -0.3528 -2.8785 1.6899  -1.206
C 1.0950 -3.1830 1.2619  0.062
C 1.2829 -3.7009 -0.1480  -0.494
N 0.6762 -5.0153 -0.3691  -0.325
C 0.9219 -5.5510 -1.6162  0.686
C 0.0116 -6.6471 -2.0880  -1.207
O 1.8223 -5.1536 -2.3156  -0.583
C -1.8515 -0.6321 -1.0184  -0.947
N -1.6577 0.5257 -1.6951  0.350
H 2.0253 1.5320 -3.2260  0.238
H 2.6668 1.9069 -4.8033  0.354
H 2.7941 3.0868 -3.4944  0.270
H 0.7070 3.9778 -4.1733  0.370
H 0.6984 2.7652 -5.4558  0.389
H -0.1384 1.0854 -3.9018  0.370
H -1.3035 2.3355 -4.2526  0.317
H 0.3789 2.9210 -2.0012  0.415
H 1.2394 1.4730 -0.3774  0.506
H 0.9137 -0.6010 0.8875  0.671
H -1.3949 -3.1711 -0.2122  0.433
H -2.2677 -2.3096 1.0022  0.744
H -0.7847 -3.7801 2.1154  0.420
H -0.3605 -2.1325 2.4830  0.262
H 1.4706 -3.9545 1.9299  0.628
H 1.7641 -2.3424 1.3952  -0.383
H 0.9578 -2.9961 -0.9210  0.146
H 2.3471 -3.8345 -0.3067  0.564
H -0.3166 -5.0512 -0.1749  0.279
H 0.4718 -7.0855 -2.9643  0.345
H -0.1240 -7.4355 -1.3536  0.341
H -0.9407 -6.2360 -2.4128  0.299
H -2.7616 -1.1619 -1.2501  0.639
H -2.3479 0.8207 -2.3752  0.197
C -1.4306 1.7393 5.1694  -0.310
C -0.6782 0.9038 4.1637  0.440
O -0.6837 -0.3818 4.7322  -0.316
C -1.8228 -0.4710 5.4970  0.542
O -2.2808 -1.4839 5.8955  -0.495
O -2.3436 0.7615 5.7013  -0.331
F 0.6109 1.3119 4.0289  -0.302
H -0.7828 2.1145 5.9600  0.297
H -1.9650 2.5716 4.7259  0.287
H -1.1399 0.8605 3.1717  0.192
C 5.9419 -1.1555 -0.4565  -0.476
C 5.6351 -2.6119 -0.1894  0.344
O 5.0373 -2.5596 1.0992  -0.287
C 4.4579 -1.3401 1.2343  0.747
O 3.6691 -1.0598 2.0761  -0.536
O 4.8936 -0.4941 0.2695  -0.314
F 6.7525 -3.3651 -0.1330  -0.297
H 6.9084 -0.8671 -0.0429  0.299
H 5.9078 -0.8954 -1.5108  0.279
H 4.9337 -3.0656 -0.8930  0.265
C -6.3264 1.9568 -1.8836  -0.389
C -5.5267 1.1865 -2.9086  0.290
O -5.4867 -0.1108 -2.3623  -0.300
C -6.6217 -0.2649 -1.5931  0.598
O -7.0200 -1.2998 -1.1973  -0.458
O -7.1946 0.9420 -1.3723  -0.303
F -4.2370 1.6396 -3.0138  -0.288
H -5.6936 2.3332 -1.0777  0.269
H -6.8936 2.7797 -2.3092  0.299
H -5.9731 1.1561 -3.9026  0.259
C 1.9245 4.8252 2.3090  -0.138
C 1.2931 6.1984 2.2907  0.299
O 0.0422 5.9628 2.9136  -0.303
C 0.1999 4.9037 3.7566  0.644
O -0.5597 4.6070 4.6166  -0.514
O 1.3543 4.2513 3.4860  -0.262
F 1.0881 6.6440 1.0273  -0.286
H 1.6257 4.2390 1.4378  -0.004
H 3.0089 4.8483 2.3738  0.296
H 1.8389 6.9563 2.8540  0.282